(1)
{
  "formula": "C4H9BrO2S",
  "method": "the ωB97M-V functional and the def2-TZVPD basis",
  "elements": ["C", "C", "C", "C", "S", "O", "O", "Br", "H", "H", "H", "H", "H", "H", "H", "H", "H"],
  "xyz": [[-0.06993, 0.92700, -1.25691], [-0.21736, 0.06540, 0.01507], [-1.18297, -1.16190, 0.06350], [-0.29452, 0.90268, 1.26861], [1.42313, -0.85669, -0.00521], [1.58620, -1.53767, -1.25628], [1.52824, -1.59751, 1.24751], [2.74999, 0.80540, -0.03575], [0.20013, 1.85350, -0.91829], [0.62907, 0.65444, -2.07065], [-1.10352, 1.04758, -1.77721], [-0.78076, -1.89971, 0.79041], [-1.10321, -1.60531, -0.96287], [-2.24853, -0.76991, 0.13410], [-0.33280, 0.03838, 2.01718], [0.54896, 1.70135, 1.46793], [-1.33212, 1.43297, 1.27884]],
  "forces_ev_per_a": [[-3.27, -1.59, -1.94], [1.77, -0.64, -1.16], [-0.16, 0.98, -1.98], [-0.87, 0.08, 1.46], [-1.76, -1.43, 1.52], [0.08, -0.05, 0.18], [0.40, 0.84, -1.29], [1.58, 0.95, 0.21], [0.66, 2.54, 0.57], [-0.39, -0.45, 0.75], [1.56, -0.22, 0.91], [-1.03, 0.58, -0.17], [-0.21, 0.03, 0.90], [1.31, -0.81, 0.52], [0.21, 1.91, -0.01], [-1.69, -1.88, -0.50], [1.81, -0.85, 0.02]],
  "mulliken_charge": [-1.58, 0.95, -1.44, -1.17, 1.00, -0.53, -0.59, -0.14, 0.54, 0.36, 0.33, 0.45, 0.40, 0.37, 0.35, 0.33, 0.36],
  "gap_ha": 0.3988,
  "lumo_energy_ev": 0.17,
  "total_energy_ev": -89265.3849,
  "total_charge": 0,
  "homo_energy_ev": -10.68
}

---

(2)
{
  "formula": "C5H11NO",
  "method": "the ωB97M-V functional and the def2-TZVPD basis",
  "elements": ["H", "N", "C", "C", "H", "H", "H", "H", "C", "C", "H", "H", "H", "H", "C", "O", "H", "H"],
  "xyz": [[0.61438, -1.01474, 1.53097], [1.07757, -0.59091, 0.71573], [0.76222, 0.64569, 0.52442], [0.41067, 1.67710, 1.59997], [1.25220, 1.16488, -0.31466], [0.17166, 2.69261, 1.25050], [-0.33980, 1.42184, 2.36281], [1.39961, 1.70523, 2.05173], [-1.50496, -0.77366, -0.90799], [-1.04267, 0.45286, -0.57678], [-1.78793, -0.90187, -1.94317], [-1.92831, -1.46453, -0.16722], [-0.61049, 1.10280, -1.34995], [-1.33896, 0.83487, 0.40545], [0.77886, -1.71062, -1.26370], [1.22523, -0.96936, -2.12057], [-0.30423, -1.60318, -0.91739], [1.16495, -2.66901, -0.88017]],
  "forces_ev_per_a": [[0.28, 0.42, -0.04], [-0.36, -0.32, -0.02], [1.19, 0.43, 0.67], [0.24, -0.30, 0.10], [-0.14, -0.57, 0.03], [0.11, -0.51, -0.34], [0.31, -0.37, -0.32], [-0.01, 0.52, 0.66], [-1.87, 1.34, -0.01], [-1.67, 0.73, -0.05], [0.47, -0.70, -0.16], [-0.18, 0.49, -0.27], [-0.84, -0.11, 0.38], [0.29, 0.03, -0.66], [0.76, 0.28, -0.63], [-0.51, -1.18, 1.13], [1.08, -0.27, -0.07], [0.85, 0.10, -0.39]],
  "mulliken_charge": [0.21, -0.55, 0.12, -1.29, 0.38, 0.33, 0.35, 0.40, -0.64, -0.63, 0.36, 0.34, 0.30, 0.33, 0.24, -0.49, -0.10, 0.33],
  "gap_ha": 0.3176,
  "lumo_energy_ev": 0.59,
  "total_energy_ev": -8895.9301,
  "total_charge": 0,
  "homo_energy_ev": -8.05
}

---

(3)
{
  "formula": "C4H13N2P",
  "method": "the ωB97M-V functional and the def2-TZVPD basis",
  "elements": ["C", "C", "C", "C", "N", "N", "P", "H", "H", "H", "H", "H", "H", "H", "H", "H", "H", "H", "H", "H"],
  "xyz": [[2.88763, -0.22850, -0.62954], [-1.55328, 2.31336, -0.19621], [-1.47333, -2.46553, -1.00508], [0.63554, -0.34742, 1.55392], [1.69266, 0.49149, -0.85925], [-0.19001, 1.84045, 0.06782], [0.31062, 0.16596, -0.13631], [2.79973, -1.37497, -0.41608], [3.37931, -0.00361, 0.39339], [3.52486, 0.00273, -1.54472], [-1.81796, 3.16163, 0.41962], [-1.75085, 2.46493, -1.20619], [-2.26033, 1.64826, 0.14826], [-2.49174, -2.41946, -0.85921], [-1.16313, -2.11099, -1.99940], [-0.76919, -2.69662, -0.21665], [-0.21601, -0.14600, 2.11969], [1.00570, -1.26249, 1.62986], [1.38509, 0.27469, 1.95774], [0.43479, 2.37687, -0.50040]],
  "forces_ev_per_a": [[1.37, -1.54, 0.52], [1.30, 0.19, 1.43], [1.97, 0.60, -1.17], [-0.49, 3.22, -0.81], [-0.03, -0.29, -0.07], [-0.77, -0.77, 0.14], [-0.65, 1.85, -0.40], [-0.15, 1.50, -1.08], [-0.35, 0.56, -1.57], [-0.08, -0.74, 1.66], [0.46, 0.78, -0.14], [-0.31, 0.59, -1.86], [-1.45, -2.11, 0.63], [-1.99, -0.06, 0.72], [0.25, -0.41, 0.73], [-0.15, -0.10, -0.25], [-1.60, -0.19, 1.02], [1.03, -4.39, 0.27], [1.01, 1.14, 0.35], [0.64, 0.19, -0.10]],
  "mulliken_charge": [-0.67, -0.97, -0.94, -1.31, -0.48, -0.40, 0.48, 0.22, 0.23, 0.27, 0.33, 0.32, 0.38, 0.31, 0.29, 0.33, 0.37, 0.49, 0.45, 0.30],
  "gap_ha": [0.2792, 0.2925],
  "lumo_energy_ev": [-0.62, 0.32],
  "total_energy_ev": -16623.2951,
  "total_charge": 0,
  "homo_energy_ev": [-8.22, -7.64]
}